DFT (ωB97M-V/def2-TZVPD) results for C23H28ClN5O3S in the gas phase.

Positions of all 61 atoms, in Å:
C  -0.15  1.21  -4.26
C  0.35  -0.55  -1.60
C  -0.99  5.51  -3.94
C  -0.43  -5.59  5.26
C  3.88  -4.34  4.46
H  1.32  -6.10  4.13
C  1.05  -5.42  4.95
S  -2.03  -2.83  0.59
C  0.02  3.45  -3.23
H  -1.60  6.04  -4.66
H  2.03  -2.34  5.44
H  4.00  -3.72  5.35
N  -0.19  -1.80  3.90
C  -1.29  -1.63  -3.00
H  0.56  -1.22  3.58
C  1.20  -3.05  5.50
H  2.47  -4.65  2.86
C  -0.98  -2.43  3.00
C  0.56  4.12  -2.13
C  -0.83  -2.04  1.58
O  1.28  0.24  -1.52
H  1.64  -5.71  5.84
H  -0.67  -6.65  5.35
C  -0.71  7.66  -2.66
H  -0.70  -5.11  6.19
C  0.03  -1.24  0.87
C  0.32  5.47  -1.96
C  -0.29  -1.25  -0.52
H  4.74  -4.18  3.81
H  1.18  -3.46  6.52
H  0.19  -0.82  -4.90
H  -0.98  -2.91  5.42
H  -1.19  3.65  -4.98
H  -1.67  -1.76  -4.01
N  1.37  -4.08  4.50
H  -0.16  -1.42  5.95
O  -0.89  1.44  -5.19
C  -0.76  4.16  -4.14
N  0.30  2.09  -3.34
H  -1.20  7.83  -1.71
H  -1.03  -5.17  4.46
H  0.90  1.71  -2.61
C  -1.38  -2.07  -0.81
Cl  1.01  6.27  -0.59
C  0.40  -0.21  -4.02
O  -1.83  -3.24  3.29
H  1.88  -1.08  1.93
N  -1.89  -2.25  -2.05
N  -0.21  -0.83  -2.85
C  -0.11  -2.27  5.26
H  1.17  3.59  -1.41
H  0.24  8.20  -2.65
C  1.17  -0.44  1.42
H  1.48  -0.16  -3.85
H  2.66  -2.96  3.34
H  -1.33  8.06  -3.46
C  -0.46  6.20  -2.86
H  0.81  0.33  2.11
C  2.59  -3.99  3.72
H  1.68  0.06  0.60
H  3.87  -5.38  4.78

Computed properties:
- SMILES = CCN(CC)CCNC(=O)c1sc2ncn(CC(=O)Nc3ccc(C)c(Cl)c3)c(=O)c2c1C
- HOMO level (eV) = -8.4
- LUMO energy (eV) = -0.10
- largest force on an atom (eV Å⁻¹) = 0.871
- charge = 0
- relative energy (zero: lowest compared OMol25 entry of this formula, charge and spin) (kcal per mole) = 0.0


DFT (ωB97M-V/def2-TZVPD) results for C6H12N2O3 in the gas phase at a distorted geometry.

Positions of all 23 atoms, in Å:
H  -2.31  -1.60  -0.88
C  -1.62  0.93  -1.49
H  0.21  -2.83  -0.60
H  1.70  0.33  2.95
H  -1.52  -1.68  0.85
H  -2.81  -0.39  0.43
N  1.73  1.53  1.25
H  -2.35  1.54  -0.90
H  1.08  -1.77  0.69
N  2.00  0.38  1.89
O  0.88  -0.08  -2.15
C  0.88  -1.87  -0.46
C  -0.89  0.01  -0.51
O  -0.32  0.62  0.75
H  -1.99  0.19  -2.09
C  0.50  1.73  0.68
H  -0.83  1.41  -2.10
H  1.80  -2.16  -0.85
O  0.34  2.79  0.14
H  2.10  2.47  1.66
C  -1.99  -1.04  0.02
H  3.02  0.06  1.86
C  0.40  -0.56  -1.15

Computed properties:
- SMILES = CC(=O)C(C)(C)OC(=O)NN
- HOMO level (eV) = -9.6
- LUMO energy (eV) = 0.68
- largest force on an atom (eV Å⁻¹) = 5.203
- charge = 0
- relative energy (zero: lowest compared OMol25 entry of this formula, charge and spin) (kcal per mole) = 77.6


DFT (ωB97M-V/def2-TZVPD) results for C2H2ClF3 in the gas phase at a distorted geometry.

Positions of all 8 atoms, in Å:
C  -0.05  0.34  0.07
C  1.20  0.09  -0.58
Cl  -1.41  -0.78  -0.08
H  1.73  1.00  -0.37
F  -0.51  1.41  -0.68
H  1.13  -0.03  -1.58
F  1.89  -0.91  -0.05
F  0.19  0.59  1.45

Computed properties:
- SMILES = FCC(F)(F)Cl
- HOMO level (eV) = -12.1
- LUMO energy (eV) = 0.78
- largest force on an atom (eV Å⁻¹) = 3.439
- charge = 0
- relative energy (zero: lowest compared OMol25 entry of this formula, charge and spin) (kcal per mole) = 26.0


DFT (ωB97M-V/def2-TZVPD) results for C19H27N5O3S in the gas phase at a distorted geometry.

Positions of all 55 atoms, in Å:
N  -3.50  -0.91  -0.79
C  2.93  0.70  -1.09
H  -1.77  -2.93  -0.63
C  -0.27  0.10  2.28
C  -3.94  -1.99  0.06
H  0.05  -1.61  0.98
H  -4.96  -1.79  0.39
H  1.16  -1.29  -3.24
H  -3.31  -2.10  0.94
C  -1.46  -2.12  -1.27
C  0.30  -0.62  3.50
H  -4.88  2.16  -0.32
H  -5.39  -0.11  -0.70
N  3.91  0.02  -2.97
H  -0.01  -1.67  3.48
S  2.33  1.05  0.53
H  -1.68  1.73  1.09
H  -0.05  -0.06  0.12
C  -4.39  0.20  -1.00
H  1.58  1.96  -2.05
C  -1.79  0.03  2.20
O  -2.45  -0.85  2.71
H  0.05  1.14  2.30
C  0.32  -0.55  1.02
H  -3.17  1.97  -0.68
C  2.96  0.87  -3.26
H  2.23  -2.13  2.09
H  4.60  -0.75  -1.12
C  3.91  -0.11  -1.63
H  -2.40  0.90  -2.45
H  3.45  -0.84  2.09
H  -4.23  0.37  1.64
H  0.37  -3.10  -1.76
H  -0.10  -0.18  4.42
C  -2.28  -1.00  -1.43
H  2.12  0.53  3.58
N  2.34  1.32  -2.15
H  -3.95  -2.94  -0.49
C  -0.59  -0.09  -2.91
C  -0.24  -2.22  -1.91
C  1.83  -0.51  3.48
C  2.39  -1.05  2.16
N  -2.31  1.05  1.48
C  -4.03  1.48  -0.23
H  2.71  1.18  -4.26
H  -0.27  0.71  -3.57
N  1.76  -0.44  1.01
H  -4.44  0.44  -2.07
C  -1.81  0.02  -2.27
O  1.23  1.97  0.32
O  3.41  1.46  1.37
H  -4.04  2.13  1.83
C  0.21  -1.20  -2.74
H  2.26  -1.07  4.31
C  -3.72  1.25  1.25

Computed properties:
- SMILES = CN(CCCNC(=O)[C@H]1CCCN(S(=O)(=O)c2cnc[nH]2)C1)c1ccccc1
- HOMO level (eV) = -7.7
- LUMO energy (eV) = 0.58
- largest force on an atom (eV Å⁻¹) = 1.028
- charge = 0
- relative energy (zero: lowest compared OMol25 entry of this formula, charge and spin) (kcal per mole) = 64.5


DFT (ωB97M-V/def2-TZVPD) results for a molecular structure, C8H10BrNO3S at a distorted geometry.

Positions of all 24 atoms, in Å:
H  0.94  0.37  3.83
O  -2.21  -1.79  -1.10
C  0.52  2.01  2.50
H  0.11  3.36  0.87
H  0.61  2.78  3.25
C  0.70  0.68  2.82
S  -1.89  -0.75  0.11
C  -0.78  -1.44  -1.01
C  0.57  -0.27  1.82
H  1.53  -0.21  -3.27
O  -2.46  0.53  -0.14
C  -0.27  -0.86  -2.29
H  1.72  -1.71  -2.37
N  0.27  0.02  0.56
C  1.25  -0.73  -2.36
C  0.13  1.32  0.26
H  -0.61  -1.53  -3.09
O  -2.03  -1.35  1.39
Br  0.16  -2.90  -0.29
H  1.62  -0.18  -1.50
C  0.24  2.34  1.18
H  0.72  -1.32  2.03
H  -0.08  1.54  -0.78
H  -0.76  0.10  -2.43

Computed properties:
- HOMO level (eV) = -9.7
- LUMO energy (eV) = 0.22
- largest force on an atom (eV Å⁻¹) = 3.036
- charge = 0
- relative energy (zero: lowest compared OMol25 entry of this formula, charge and spin) (kcal per mole) = 30.6


DFT (ωB97M-V/def2-TZVPD) results for 2 unconnected molecules or ions with the total composition C3H8NOS.

Positions of all 14 atoms, in Å:
C  -1.61  -0.71  0.00
C  -2.67  -1.79  0.13
C  3.27  1.67  -0.78
H  -2.32  -2.70  0.65
H  -2.03  0.16  -0.52
O  -3.89  -1.71  -0.31
H  -0.05  -0.08  1.26
N  -1.02  -0.40  1.33
S  1.94  0.59  -0.13
H  4.00  1.09  -1.36
H  -1.57  0.29  1.81
H  2.91  2.45  -1.48
H  -0.77  -1.04  -0.62
H  3.81  2.18  0.02

Computed properties:
- HOMO level (spin up / spin down) (eV) = 3.6 / 0.2
- LUMO energy (spin up / spin down) (eV) = 6.55 / 6.54
- largest force on an atom (eV Å⁻¹) = 0.771
- charge = -2
- <S²> = 0.75
- multiplicity = 2